No. 1
10
Properties=species:S:1:pos:R:3:forces:R:3:lowdin_charge:R:1 method="wB97M-V/def2-TZVPD" multiplicity=1 orbital_gap_ev="8.36 / 8.24" e_tot_ev=-11472.1784
C 0.543 1.682 1.133 -0.6 -0.3 0.6 -0.01
C -0.746 -1.495 -0.834 -3.4 2.3 0.1 -0.47
P 0.085 0.065 -1.363 -1.6 0.4 -0.9 0.74
H 1.168 0.988 1.642 0.3 -0.7 0.4 -0.04
H -0.346 1.958 1.745 0.8 0.3 -1.2 0.01
H 1.095 2.162 0.342 -0.7 0.8 0.1 -0.03
H -1.727 -1.537 -1.480 1.7 -0.3 1.6 0.05
H -0.946 -1.484 0.274 -0.2 0.0 -1.1 0.04
H -0.151 -2.307 -1.018 1.5 -2.2 -0.7 -0.04
H 1.025 -0.032 -0.442 2.2 -0.3 1.3 -0.24

---

No. 2
76
Properties=species:S:1:pos:R:3:forces:R:3:lowdin_charge:R:1 method="wB97M-V/def2-TZVPD" multiplicity=1 total_charge=+1 orbital_gap_ev=7.00 e_tot_ev=-74927.5922
Zr -0.281 0.391 0.890 2.1 1.8 -0.7 1.52
N -1.523 0.486 -1.115 0.1 -0.4 0.3 -0.05
C -2.161 -0.855 -1.204 -0.4 -0.3 0.9 -0.10
C -1.692 -1.857 -0.083 -1.5 -1.1 -1.6 -0.63
O -2.227 -2.925 0.015 -0.2 0.1 -0.2 0.12
O -0.706 -1.494 0.679 0.3 0.1 0.8 -0.25
H -2.168 1.252 -0.944 -0.2 -0.1 -0.3 0.07
H -0.996 0.699 -1.960 0.0 0.0 0.2 0.11
H -1.919 -1.295 -2.168 -0.2 -0.1 0.1 0.10
H -3.262 -0.839 -1.070 0.6 0.3 -0.3 0.14
N 0.564 0.546 5.041 0.9 0.1 0.7 0.12
C 0.088 1.276 4.044 -0.6 0.1 0.7 -0.94
N -0.570 0.391 3.122 -0.9 0.3 -0.3 -0.08
S 0.023 2.919 4.041 0.1 -0.7 -0.6 0.76
H 0.656 -0.452 4.996 0.0 -0.1 0.1 0.12
H 1.043 1.021 5.783 0.2 0.1 0.2 0.11
H -0.337 -0.569 3.307 0.2 -0.6 0.4 0.10
H -1.581 0.493 3.271 -0.1 0.1 -0.1 0.10
C 2.941 -5.143 1.152 0.0 0.5 -0.2 -0.07
C 2.321 -5.291 -0.078 0.1 0.4 0.3 -0.07
C 1.996 -4.169 -0.833 0.2 0.1 0.3 -0.10
C 2.306 -2.900 -0.352 0.0 -0.1 0.2 -0.40
C 2.930 -2.738 0.892 0.3 -0.1 0.2 -0.15
C 3.264 -3.869 1.624 -0.2 -0.4 0.4 -0.08
Sb 1.829 -1.132 -1.361 -0.8 0.4 0.6 1.55
C 3.769 -0.429 -1.633 0.5 0.1 -0.3 -0.42
C 3.965 0.869 -2.070 -0.4 1.2 -0.3 -0.17
C 5.236 1.420 -2.183 0.6 -1.2 0.3 -0.07
C 6.353 0.635 -1.866 -1.6 -0.7 0.0 -0.05
C 6.165 -0.697 -1.458 -0.6 1.2 -0.5 -0.05
C 4.887 -1.218 -1.369 -0.1 0.1 0.2 -0.11
C 1.248 -1.762 -3.272 0.8 -0.2 -0.5 -0.39
C 0.102 -2.521 -3.468 -0.2 -0.4 0.0 -0.16
C -0.298 -2.924 -4.741 -0.1 0.2 0.6 -0.07
C 0.466 -2.548 -5.823 0.6 0.2 -0.6 -0.08
C 1.649 -1.839 -5.654 0.4 0.3 1.3 -0.06
C 2.073 -1.452 -4.360 -1.5 -0.3 -1.0 -0.10
H 3.156 -6.010 1.751 0.1 -0.2 0.1 0.10
H 2.086 -6.278 -0.411 -0.2 -0.4 -0.3 0.10
H 1.502 -4.286 -1.786 0.0 0.0 -0.1 0.09
H 3.216 -1.755 1.305 -0.3 -0.4 -0.4 0.10
H 3.720 -3.796 2.612 0.0 0.2 -0.3 0.11
H 3.118 1.512 -2.367 0.3 -0.4 0.3 0.10
H 5.371 2.414 -2.545 0.0 0.6 -0.2 0.10
H 7.327 1.011 -2.021 0.9 0.4 0.1 0.09
H 6.999 -1.311 -1.252 0.8 -0.6 0.2 0.10
H 4.736 -2.250 -1.103 0.1 -0.2 0.2 0.09
H -0.465 -2.893 -2.621 -0.1 0.2 0.1 0.09
H -1.212 -3.501 -4.842 0.2 0.0 -0.1 0.11
H 0.201 -2.808 -6.834 -0.3 -0.2 -0.1 0.11
H 2.281 -1.571 -6.488 -0.1 -0.1 -0.2 0.11
H 2.955 -0.852 -4.248 0.4 0.0 0.1 0.08
O 1.780 0.612 1.909 0.4 0.1 -0.3 -0.69
S 2.166 1.767 0.965 -0.5 -0.4 0.3 0.80
N 1.050 1.951 0.014 0.3 0.7 -0.5 -0.50
C -4.471 4.371 0.466 0.6 0.3 -0.8 0.00
C -3.574 3.592 1.389 -0.1 -0.6 0.2 -0.47
C -2.887 4.567 2.309 0.1 0.3 0.1 -0.02
O -2.504 2.900 0.656 -0.1 0.9 -1.0 0.07
B -2.126 1.813 1.364 -0.4 -0.2 0.3 -0.68
O -3.030 1.539 2.365 -0.4 -0.2 0.0 0.03
C -4.222 2.404 2.116 0.7 -0.6 0.7 -0.45
C -4.812 2.727 3.466 -0.2 -0.7 -0.3 0.01
C -5.211 1.607 1.291 0.4 1.0 -1.4 0.00
H -3.814 5.156 0.060 -0.4 -0.2 -0.2 0.10
H -5.263 4.895 1.002 -0.1 -0.3 0.1 0.10
H -4.869 3.778 -0.363 0.0 0.1 0.2 0.10
H -2.269 5.221 1.708 0.1 0.3 -0.2 0.10
H -2.213 4.105 3.009 0.1 -0.4 0.4 0.03
H -3.613 5.175 2.836 -0.1 0.1 0.2 0.10
H -4.049 3.076 4.142 0.3 -0.2 0.4 0.09
H -5.347 1.820 3.817 0.4 0.8 0.2 0.11
H -5.486 3.550 3.349 -0.8 0.4 0.0 0.09
H -4.781 1.247 0.330 -0.1 0.4 0.5 0.10
H -6.046 2.279 1.051 0.0 -0.4 0.1 0.10
H -5.554 0.744 1.805 -0.4 -0.7 0.7 0.08

---

No. 3
12
Properties=species:S:1:pos:R:3:forces:R:3:lowdin_charge:R:1 method="wB97M-V/def2-TZVPD" multiplicity=1 smiles="COSSC(N)=O" orbital_gap_ev=8.79 e_tot_ev=-29409.4660
C -2.050 -1.319 0.513 0.8 0.3 -3.3 -0.16
O -2.492 0.025 0.622 -0.1 0.0 1.7 -0.61
S -1.685 1.139 -0.230 -0.3 0.1 -1.8 0.53
S 0.178 1.572 0.260 1.2 -0.2 1.4 0.47
C 1.574 0.370 -0.452 -2.9 1.7 -0.4 -0.74
N 2.697 1.129 -0.353 -0.4 -0.1 1.3 0.08
O 1.210 -0.600 -1.050 1.6 0.1 0.2 0.02
H -1.068 -1.278 0.023 0.2 -0.4 0.7 0.05
H -2.623 -1.816 -0.278 -0.5 -0.1 0.4 0.09
H -2.052 -1.893 1.392 -0.1 -0.2 1.4 0.07
H 3.482 0.917 -0.913 0.9 -0.4 -0.4 0.09
H 2.829 1.755 0.467 -0.4 -0.8 -1.2 0.11

---

No. 4
131
Properties=species:S:1:pos:R:3:forces:R:3:lowdin_charge:R:1 method="wB97M-V/def2-TZVPD" multiplicity=1 smiles="CCOC(=O)C(F)(F)F.CCOC(=O)C(F)(F)F.COP(=O)(OC)OC.COP(=O)(OC)OC.COP(=O)(OC)OC.COP(=O)(OC)OC.C[N+](=O)[O-].C[N+](=O)[O-].C[N+](=O)[O-].C[N+](=O)[O-].C[N+](=O)[O-]" orbital_gap_ev=10.95 e_tot_ev=-149243.2767
C 1.205 -2.244 6.881 0.4 2.5 0.7 -0.03
C 1.674 -1.447 5.598 -0.7 -4.2 -0.3 -0.24
O 1.695 -0.104 5.709 0.6 4.5 0.9 0.04
C 2.321 0.641 4.770 0.1 -3.2 -1.9 -0.33
O 2.957 0.204 3.819 -0.9 0.7 1.9 0.13
C 2.049 2.095 4.918 -0.6 2.9 0.5 -0.50
F 3.037 2.585 5.717 -1.0 -0.1 -0.4 0.15
F 2.036 2.798 3.768 0.5 -1.0 0.5 0.16
F 0.826 2.358 5.460 1.0 -0.5 0.2 0.15
H 1.248 -3.333 6.893 0.2 0.3 -0.6 0.08
H 0.274 -1.893 7.327 -0.8 -0.2 -1.0 0.07
H 1.792 -1.843 7.707 1.0 -0.5 0.0 0.07
H 0.959 -1.597 4.789 0.2 -0.9 -0.3 0.13
H 2.670 -1.801 5.334 -0.1 -0.2 -0.3 0.12
C 9.071 4.833 -1.433 -0.1 0.3 0.2 -0.06
C 8.852 3.812 -2.515 -1.9 -0.5 0.3 -0.23
O 9.596 4.122 -3.670 1.6 -0.6 -2.3 0.01
C 9.308 3.454 -4.836 -3.3 0.2 2.5 -0.32
O 8.342 2.703 -4.917 2.4 1.0 -0.4 0.13
C 10.104 3.972 -6.061 -1.7 -2.4 2.2 -0.60
F 9.240 4.555 -6.863 0.2 0.5 -0.8 0.20
F 11.042 4.772 -5.660 1.2 0.8 -0.6 0.22
F 10.573 2.842 -6.620 0.7 0.7 -0.7 0.16
H 10.117 5.048 -1.212 0.0 -0.2 -0.1 0.09
H 8.570 4.508 -0.522 0.2 -0.3 -0.1 0.04
H 8.576 5.774 -1.671 0.1 0.1 -0.3 0.08
H 7.808 3.791 -2.831 -0.3 0.4 0.1 0.11
H 8.930 2.778 -2.179 1.0 -0.1 0.0 0.13
C 12.587 1.355 -3.259 0.0 1.1 -1.5 -0.12
O 12.756 0.593 -2.098 -0.4 0.0 1.8 -0.22
P 12.151 1.063 -0.677 0.2 1.0 -0.3 0.48
O 12.169 2.552 -0.467 0.1 -2.8 0.2 -0.24
O 10.680 0.407 -0.703 0.9 0.4 -0.7 -0.21
C 9.840 0.607 0.411 -0.8 -0.4 1.1 -0.11
O 12.955 0.102 0.363 -0.2 1.0 -1.0 -0.22
C 13.006 -1.313 0.083 -0.5 -0.2 -0.4 -0.09
H 12.032 2.290 -3.192 -0.6 -0.2 0.8 0.08
H 12.105 0.743 -4.021 0.2 -0.1 0.0 0.10
H 13.539 1.751 -3.613 0.3 -0.6 0.0 0.09
H 10.183 1.402 1.073 0.0 0.1 -0.2 0.07
H 9.772 -0.312 0.992 0.3 -0.1 0.0 0.06
H 8.804 0.781 0.120 0.2 0.3 -0.4 0.09
H 12.643 -1.539 -0.920 -0.2 0.1 0.0 0.08
H 12.359 -1.815 0.802 0.2 -0.1 0.1 0.09
H 14.019 -1.716 0.090 0.1 0.5 0.5 0.09
C 11.278 4.061 6.913 0.3 0.1 -0.9 -0.06
O 10.865 4.127 5.489 -1.0 -1.4 0.1 -0.22
P 10.024 2.878 4.882 -0.2 -0.3 -0.5 0.46
O 9.079 2.233 5.818 0.5 0.5 -0.5 -0.25
O 9.289 3.392 3.527 0.3 -0.6 2.1 -0.23
C 10.072 3.836 2.419 0.4 -0.5 0.1 -0.10
O 11.136 1.855 4.284 0.1 0.8 0.8 -0.24
C 10.808 0.468 4.113 -0.9 0.4 -0.6 -0.08
H 11.297 5.093 7.263 0.2 -0.1 -0.2 0.09
H 12.269 3.608 6.896 0.0 0.2 0.3 0.09
H 10.629 3.486 7.575 -0.3 -0.1 -0.5 0.08
H 9.541 3.536 1.517 -0.2 0.7 0.0 0.06
H 10.981 3.237 2.369 0.4 0.5 0.2 0.08
H 10.206 4.904 2.592 0.3 -0.2 -0.8 0.09
H 9.722 0.377 4.130 -0.1 -0.4 0.4 0.07
H 11.279 -0.157 4.872 0.0 0.2 -0.1 0.10
H 11.070 0.192 3.091 0.5 -0.1 0.2 0.07
C 8.268 -3.464 -0.270 0.0 0.5 -0.5 -0.05
O 8.525 -2.439 0.768 -1.1 -1.1 0.2 -0.23
P 7.504 -1.983 1.929 -0.5 0.4 -0.7 0.50
O 6.994 -0.583 1.718 0.9 -2.5 0.9 -0.24
O 6.382 -3.189 1.897 3.3 1.6 -1.8 -0.22
C 5.308 -3.007 2.691 -3.4 -0.2 2.6 -0.18
O 8.274 -2.206 3.351 -0.4 -0.3 -1.0 -0.22
C 8.801 -3.532 3.568 1.2 -1.1 0.0 -0.10
H 8.336 -2.987 -1.248 0.5 0.4 0.2 0.09
H 7.274 -3.907 -0.325 -0.1 0.2 1.0 0.08
H 9.013 -4.259 -0.224 0.0 0.2 0.4 0.09
H 5.240 -2.115 3.314 0.8 0.3 0.0 0.08
H 5.233 -3.846 3.383 0.0 -0.1 0.1 0.10
H 4.341 -2.948 2.191 0.2 -0.3 -0.8 0.09
H 8.494 -4.227 2.786 0.0 0.1 0.0 0.08
H 8.689 -4.054 4.518 -1.8 0.8 0.5 0.09
H 9.885 -3.570 3.676 0.4 0.9 -1.1 0.09
C 2.282 10.795 2.042 -0.5 -0.1 1.1 -0.11
O 3.018 10.053 1.106 1.1 -2.0 -1.0 -0.21
P 2.984 8.443 0.977 -0.9 -0.5 0.0 0.49
O 3.659 7.893 -0.232 -0.5 1.0 1.4 -0.24
O 3.540 7.886 2.400 -0.5 3.6 -1.8 -0.20
C 3.290 6.572 2.650 0.0 -3.3 0.8 -0.16
O 1.398 7.983 1.053 1.9 0.1 0.6 -0.24
C 0.621 8.167 -0.128 0.4 0.7 -0.4 -0.10
H 2.827 11.678 2.377 0.1 0.1 -0.6 0.09
H 2.164 10.221 2.961 -0.5 -0.1 0.0 0.09
H 1.328 11.051 1.579 0.0 0.2 0.4 0.09
H 4.128 6.140 3.197 0.2 0.1 -0.1 0.10
H 3.180 5.999 1.729 -0.1 -0.2 0.0 0.07
H 2.422 6.386 3.282 -0.3 0.4 -0.1 0.10
H 0.225 9.178 -0.030 -0.5 -0.1 -0.5 0.08
H -0.155 7.412 -0.250 0.1 0.1 0.5 0.09
H 1.265 8.110 -1.005 0.0 0.0 -0.1 0.08
C 3.204 0.084 0.610 0.3 0.6 0.0 0.04
N 2.339 0.646 -0.453 -0.8 -0.3 -1.2 -0.42
O 2.188 1.856 -0.559 0.1 -1.1 0.4 0.05
O 1.764 -0.190 -1.147 0.3 0.7 0.3 0.05
H 2.484 -0.213 1.373 0.5 0.2 0.3 0.09
H 3.895 0.886 0.868 -0.2 -0.2 0.5 0.07
H 3.747 -0.790 0.251 -0.3 0.2 -0.2 0.10
C 6.405 0.392 5.089 -0.5 -0.6 -0.1 0.05
N 6.355 -0.582 6.250 1.1 1.7 -0.6 -0.44
O 6.025 -0.094 7.303 -0.4 -0.4 0.6 0.07
O 6.712 -1.725 6.061 -0.3 -0.4 0.1 0.05
H 6.622 -0.227 4.218 -0.4 0.4 -0.1 0.06
H 7.146 1.185 5.187 0.3 -0.4 0.7 0.07
H 5.436 0.890 5.124 0.0 -0.2 -0.5 0.08
C 6.764 7.331 0.567 -0.7 -0.4 -1.1 0.04
N 8.130 6.819 0.964 -0.9 -0.5 0.0 -0.40
O 8.128 5.726 1.524 0.0 0.9 -0.2 0.02
O 9.123 7.459 0.699 -0.3 0.0 0.1 0.09
H 6.363 8.107 1.219 0.5 -0.2 0.2 0.10
H 6.085 6.485 0.461 0.2 -0.2 0.9 0.07
H 6.727 7.675 -0.467 0.9 0.5 0.1 0.10
C 6.509 2.601 1.897 0.5 -0.8 0.7 0.05
N 5.207 3.071 2.484 -0.6 0.1 1.2 -0.36
O 5.079 3.095 3.713 0.8 -0.1 -1.3 0.05
O 4.287 3.383 1.752 0.5 0.0 -0.6 0.04
H 6.359 1.933 1.049 -0.4 0.4 0.0 0.08
H 6.974 2.011 2.687 -0.1 0.1 0.0 0.08
H 7.198 3.411 1.659 -0.6 0.3 0.0 0.07
C 3.937 4.481 -1.311 -0.7 0.3 -0.5 0.04
N 5.068 3.530 -1.181 -0.4 3.4 1.3 -0.42
O 6.124 4.080 -0.858 0.0 -1.2 -0.4 0.03
O 4.810 2.379 -1.242 0.8 -2.0 -0.3 0.09
H 3.624 4.793 -0.314 0.2 -0.4 0.1 0.08
H 3.131 3.945 -1.811 0.1 0.3 0.0 0.09
H 4.250 5.402 -1.803 0.1 -0.3 -0.2 0.10